# 1
C9H12N3O3PPd | ωB97M-V/def2-TZVPD

Calculated values
- LUMO energy (alpha / beta): -0.2918 / -0.4164 Eh
- Total charge: +2
- Multiplicity: 3
- Energy: -32887.750 eV
- <S²>: 2.02

Positions of all 29 atoms, in Å:
O -3.4474 0.2027 -3.4364
C -2.3432 0.2844 -3.1399
Pd -0.5839 0.4142 -2.6676
C 0.0307 2.0882 -3.0612
C 0.3875 -0.8243 -3.5938
O 0.4165 3.1388 -3.3084
O 0.9970 -1.6014 -4.1753
C 0.3227 0.8417 2.4258
N -0.8215 0.8286 1.5016
C -1.3902 -0.5417 1.4127
N -0.3646 -1.5504 1.0405
C 0.7692 -1.4886 1.9756
N 1.3439 -0.1342 2.0091
C 1.9349 0.2283 0.7105
P 0.7142 0.2637 -0.6639
C -0.4542 1.3718 0.1793
C 0.0793 -1.4119 -0.3601
H -0.0292 0.5966 3.4535
H 0.7609 1.8627 2.4899
H -2.2404 -0.5667 0.6953
H -1.8222 -0.8168 2.4009
H 1.5467 -2.2350 1.6980
H 0.4246 -1.7721 2.9956
H 2.4086 1.2303 0.7885
H 2.7410 -0.4918 0.4548
H -1.3771 1.4322 -0.4362
H -0.0406 2.3995 0.2578
H 0.8385 -2.1767 -0.6287
H -0.8017 -1.5721 -1.0178


# 2
C9H12N5 | ωB97M-V/def2-TZVPD

Calculated values
- LUMO energy: -0.1199 Eh
- SMILES: NC1=CNC=[NH+][C@@]1(N)c1cccnc1
- Total charge: +1
- Multiplicity: 1
- Energy: -16970.547 eV

Positions of all 26 atoms, in Å:
N -0.8945 1.9840 -0.8902
C -1.2161 0.7590 -0.6673
C -2.2433 0.0945 -1.2520
N -2.7659 -1.0770 -0.6764
C -2.2461 -1.6558 0.4012
N -1.1536 -1.1288 0.9621
C -0.4166 0.1674 0.5587
N -0.6202 1.1359 1.5231
C 0.9658 -0.1357 0.1103
C 1.9760 0.8983 0.2872
C 3.2632 0.5648 -0.0123
C 3.5967 -0.7479 -0.3060
N 2.6539 -1.6143 -0.7068
C 1.3503 -1.2747 -0.5741
H -1.3156 2.5880 -1.5759
H -0.4838 2.5631 -0.1176
H -2.8565 0.4433 -2.0180
H -3.5536 -1.5456 -1.0617
H -2.8605 -2.4521 0.8138
H -0.7205 -1.5118 1.7618
H 0.0645 0.9303 2.2183
H -1.5697 1.0502 1.8097
H 1.6282 1.8285 0.5780
H 4.1408 1.2582 -0.1115
H 4.5537 -1.0739 -0.1315
H 0.7232 -2.0477 -0.9230


# 3
C9H12NO | ωB97M-V/def2-TZVPD

Calculated values
- LUMO energy: -0.1402 Eh
- Total charge: +1
- Multiplicity: 1
- Energy: -13053.765 eV

Positions of all 23 atoms, in Å:
C -3.3220 -0.0736 -0.2001
C -2.6027 0.5738 -1.2240
C -2.7506 -0.5605 0.9269
C -1.2524 0.8665 -0.9756
C -1.3738 -0.4416 1.0721
C -0.7172 0.3072 0.1895
C 2.8637 1.2424 1.2881
C 2.0416 0.9602 0.2278
C 1.5013 -0.3160 0.0171
N 1.6354 -1.0115 -1.3085
O 1.6509 -1.2758 0.9356
H -4.3496 -0.4208 -0.5955
H -3.1652 1.0157 -1.9629
H -3.2870 -1.1278 1.6761
H -0.6148 1.0639 -1.8214
H -0.9739 -0.9204 1.8810
H 3.2130 2.2515 1.5662
H 3.2419 0.5144 1.9142
H 1.7110 1.7095 -0.5942
H 0.9431 -1.7553 -1.2457
H 1.5976 -0.3610 -2.1438
H 2.6194 -1.4743 -1.3820
H 1.3904 -0.7666 1.7590


# 4
C9H12O2 | ωB97M-V/def2-TZVPD

Calculated values
- LUMO energy: 0.0088 Eh
- SMILES: C=C(O)/C=C\C(=O)C=C(C)C
- Total charge: 0
- Multiplicity: 1
- Energy: -13619.300 eV

Positions of all 23 atoms, in Å:
C 1.9430 -1.6184 -0.6954
C 1.7953 -2.3833 0.3722
O 2.5843 -3.5247 0.5331
C 0.9151 -2.1766 1.5202
C 0.1732 -1.1229 1.7583
C 0.0789 0.2316 1.1561
O 0.7415 1.1684 1.5929
C -1.0087 0.3753 0.1122
C -1.3684 1.5336 -0.5052
C -0.8450 2.8669 0.0176
C -2.1456 1.5723 -1.8246
H 1.3680 -0.7317 -0.8093
H 2.5633 -1.9744 -1.5535
H 3.1726 -3.4245 -0.2554
H 1.0125 -2.9260 2.3111
H -0.5256 -1.2233 2.6635
H -1.5500 -0.5220 -0.3777
H -0.1312 3.2100 -0.7473
H -1.5838 3.5542 0.3303
H -0.2175 2.6352 0.8130
H -2.8256 0.5888 -1.7820
H -2.8318 2.5392 -1.9946
H -1.3144 1.3525 -2.6354


# 5
C9H12O2 | ωB97M-V/def2-TZVPD

Calculated values
- LUMO energy (alpha / beta): 0.0362 / -0.0532 Eh
- Total charge: 0
- Multiplicity: 3
- Energy: -13617.891 eV
- <S²>: 2.01

Positions of all 23 atoms, in Å:
O -2.4963 -4.2748 -0.3658
O -3.2914 -3.4407 -0.8632
H -2.3883 -4.6963 0.9612
C -2.1112 -5.2328 1.9725
C -2.4286 -6.7073 1.8206
C -0.6351 -5.0173 2.2428
C -2.9987 -4.5381 2.9778
C -3.8681 -3.5147 2.6101
C -4.6930 -2.8744 3.5444
C -4.6460 -3.2660 4.8892
C -3.7731 -4.2947 5.2786
C -2.9527 -4.9285 4.3252
H -3.4789 -6.8561 1.5372
H -1.7840 -7.1403 1.0471
H -2.2300 -7.2022 2.7764
H -0.3909 -3.9471 2.2698
H -0.3939 -5.4744 3.2078
H -0.0442 -5.5005 1.4561
H -3.9067 -3.2051 1.5613
H -5.3630 -2.0754 3.2048
H -5.2740 -2.7877 5.6457
H -3.6911 -4.6437 6.3147
H -2.2601 -5.7326 4.5819


# 6
C9H13B | ωB97M-V/def2-TZVPD

Calculated values
- LUMO energy: -0.0606 Eh
- Total charge: 0
- Multiplicity: 1
- Energy: -10211.750 eV

Positions of all 23 atoms, in Å:
B -0.3333 0.0010 0.6322
C -2.9169 -0.2506 0.5363
C -3.9893 -0.3773 1.1312
C -1.0381 1.4786 0.4199
C 0.8772 -0.3937 -0.1640
C -2.1076 0.7569 -0.3748
C -1.6383 -0.6115 -0.2932
C -0.3038 -0.8086 2.1162
C 2.8999 -0.3583 -1.4973
C 1.6807 0.4319 -1.0344
H -1.2478 2.2637 1.2540
H -0.4911 2.0365 -0.2861
H 1.1376 -1.4579 -0.2562
H -2.6794 1.2996 -1.2323
H -1.7496 -1.3795 -1.0262
H -1.0944 -0.6291 2.7657
H 0.5809 -0.2823 2.6032
H -0.0309 -1.8791 2.1078
H 3.0754 -0.3464 -2.5682
H 2.7089 -1.3952 -1.2017
H 3.8382 -0.1427 -1.0714
H 1.0037 0.5800 -1.8846
H 1.8178 1.4640 -0.6763


# 7
C9H13BBaF3O13P | ωB97M-V/def2-TZVPD

Calculated values
- LUMO energy: 0.1241 Eh
- Total charge: -2
- Multiplicity: 1
- Energy: -54976.031 eV

Positions of all 41 atoms, in Å:
Ba -3.7521 -13.3929 31.6398
B -2.3482 -11.4640 33.0973
H -1.7728 -12.4228 32.9506
H -2.6168 -11.1372 32.0507
H -3.2883 -11.5841 33.7213
H -1.5805 -10.7480 33.5936
P -5.2489 -13.7767 29.1491
O -6.0871 -13.2072 30.3317
O -4.0140 -12.8409 28.8665
O -6.0556 -14.2138 27.8986
O -4.5167 -15.0853 29.7237
C -5.4680 -9.0319 29.5597
C -5.7468 -10.3031 30.2892
O -6.7984 -9.8828 31.1513
C -7.4726 -8.8822 30.5499
O -8.4343 -8.3621 31.0283
O -6.7839 -8.4799 29.4543
F -4.7170 -10.7023 31.0332
H -4.9820 -9.2556 28.6095
H -4.7864 -8.3370 30.0566
H -6.1084 -11.0620 29.5941
C -8.5390 -12.2343 34.8038
C -8.5031 -13.5968 35.4112
O -7.2656 -14.1162 35.0272
C -6.8556 -13.4727 33.9014
O -5.9031 -13.7568 33.2852
O -7.6715 -12.4092 33.6993
F -9.5651 -14.3684 34.9993
H -8.1484 -11.4991 35.5120
H -9.5359 -11.9576 34.4718
H -8.5405 -13.6218 36.5054
C -4.2277 -16.9752 36.3042
C -2.7105 -16.8844 36.6948
O -2.2745 -15.8495 35.8717
C -3.1462 -15.6459 34.8497
O -2.9560 -14.9546 33.9040
O -4.1595 -16.4844 34.9613
F -2.0613 -18.0190 36.2840
H -4.7841 -16.3485 37.0005
H -4.6452 -17.9746 36.2604
H -2.5637 -16.7757 37.7651


# 8
C9H13BBrF9N3O6S2 | ωB97M-V/def2-TZVPD

Calculated values
- LUMO energy: -0.2150 Eh
- Total charge: +1
- Multiplicity: 1
- Energy: -143139.780 eV

Positions of all 44 atoms, in Å:
N 4.1618 1.3578 -2.0802
C 4.0537 1.6509 -0.7993
N 3.1186 2.5026 -0.3066
S 1.7362 3.0398 -1.1921
O 1.2399 4.1423 -0.4546
O 2.1184 3.1883 -2.5532
C 0.3508 1.7427 -1.0570
F -0.2623 1.9904 0.0933
F -0.4405 2.0426 -2.0646
C 0.7931 0.2657 -1.0732
F 1.4697 0.0129 -2.2176
F 1.6336 0.1185 -0.0019
C -0.3722 -0.7578 -0.9098
F -1.4091 -0.4229 -1.6951
F -0.7603 -0.7535 0.3807
C 0.0699 -2.2117 -1.2815
F -0.7610 -3.0571 -0.7249
F 1.3084 -2.4601 -0.8599
F 0.0216 -2.3704 -2.5872
N 4.9496 1.1795 0.1653
Br 4.8190 -0.6959 0.3531
B 6.4018 1.6279 -0.0839
O 7.2141 1.0420 -0.9908
O 6.8217 2.7139 0.5923
H 3.9828 2.0357 -2.8111
H 4.4861 0.4399 -2.3571
H 2.9069 2.3112 0.6715
H 7.0929 0.0925 -1.1137
H 6.1987 2.9946 1.2769
C -5.3039 -0.3595 1.6346
C -4.1747 -0.9654 0.7886
C -3.6441 -2.1919 1.5392
S -5.0228 -2.8167 2.5172
O -4.6941 -2.6670 3.9101
O -5.4530 -4.0823 1.9885
C -6.1842 -1.5325 2.0548
H -5.8717 0.3862 1.0808
H -4.8862 0.1246 2.5198
H -4.5713 -1.2698 -0.1822
H -3.3789 -0.2443 0.6059
H -3.3099 -2.9805 0.8698
H -2.8460 -1.9315 2.2320
H -6.8300 -1.3198 2.9030
H -6.7730 -1.9120 1.2204


# 9
C9H13BF6N5O8S2V | ωB97M-V/def2-TZVPD

Calculated values
- LUMO energy (alpha / beta): -0.0058 / 0.0102 Eh
- Total charge: -1
- Multiplicity: 2
- Energy: -97721.424 eV
- <S²>: 0.77

Positions of all 45 atoms, in Å:
O 1.8103 -1.0923 -3.0901
V 1.6588 0.4093 -2.6938
B 0.1561 0.8697 -4.9952
F -0.2845 0.5020 -6.2465
F -0.0755 2.2140 -4.7580
F -0.3782 0.1338 -3.9127
F 1.5957 0.7009 -4.9852
N 0.2458 0.5699 -1.1570
S -0.7620 1.7128 -0.6547
O -0.2646 2.4587 0.4516
O -2.1584 1.5288 -0.8223
F -0.4695 2.7107 -1.8560
S 0.0797 -0.3948 0.1949
O -1.2396 -0.7800 0.5202
O 1.0193 -0.2409 1.2443
F 0.6431 -1.6558 -0.5791
O 1.6377 4.3678 -3.7645
C 2.5336 3.6082 -3.0810
O 3.5641 4.1127 -2.6625
O 2.2287 2.3630 -2.9604
H 2.0820 5.2195 -3.6344
C 3.0515 0.4351 3.5728
C 2.8027 -0.2178 4.8621
N 2.6070 -0.7323 5.8717
H 3.0301 -0.3302 2.8005
H 4.0426 0.8802 3.6098
H 2.2448 1.1460 3.4144
C -1.3502 -4.1651 1.7940
C -1.2479 -4.8278 3.0920
N -1.2203 -5.3725 4.1019
H -1.0804 -3.1127 1.8502
H -2.3951 -4.1784 1.4836
H -0.7489 -4.7108 1.0722
C -1.2799 1.1266 3.8440
C -1.2620 2.5366 3.4861
N -1.2582 3.6376 3.1640
H -2.1778 0.6510 3.4496
H -1.3436 0.9441 4.9169
H -0.3730 0.6552 3.4690
C -2.9194 -1.9023 -1.8069
C -2.0055 -3.0343 -1.6601
N -1.3184 -3.9486 -1.5720
H -2.4055 -1.0457 -2.2396
H -3.1793 -1.6844 -0.7693
H -3.8359 -2.0673 -2.3646